C20H37IrN7OS2Si | ωB97M-V/def2-TZVPD

As for the net charge: +2. The calculation puts the frontier orbital gap (spin up / spin down) at 0.29294 / 0.12057 hartree. Its multiplicity is 6. The energy comes out at -2432.374797 Ha. The calculation puts the HOMO energy (spin up / spin down) at -0.4695 / -0.4779 Eh. For the lowest unoccupied orbital energy (spin up / spin down), the calculation gives -4.81 / -9.72 eV. Its molecular weight is 676.0 g mol⁻¹.

XYZ file:
```
69
Properties=species:S:1:pos:R:3:forces:R:3
Ir -0.0462 -0.3549 -0.1228 -0.4 0.1 -0.2
C 1.9482 2.9709 0.4776 0.1 0.0 0.0
C 1.4148 2.6733 -0.8869 -0.1 0.0 -0.1
C 1.5563 3.6075 -1.9426 0.0 0.0 0.0
C 1.0951 3.3078 -3.2104 0.0 0.0 0.0
C 0.4962 2.0791 -3.4467 0.1 0.0 0.1
C 0.3733 1.1861 -2.3668 -0.2 0.1 -0.1
N 0.8271 1.5171 -1.1101 0.1 0.1 0.0
N -0.1860 -0.0210 -2.3557 0.3 0.0 0.1
Si -0.6508 -1.0886 -3.7299 -0.1 0.0 0.0
C -1.3332 -2.6187 -2.9567 0.0 -0.1 0.1
C -1.9250 -0.3060 -4.8232 0.0 0.1 0.0
C 0.9546 -1.3717 -4.6378 0.0 0.0 0.0
H 3.0412 2.9480 0.4494 0.0 0.0 0.0
H 1.5890 2.2397 1.2000 0.0 0.0 -0.1
H 1.6605 3.9713 0.8006 0.0 0.0 0.0
H 2.0289 4.5602 -1.7416 0.0 0.0 0.0
H 1.1967 4.0280 -4.0116 0.0 0.0 0.0
H 0.1232 1.8084 -4.4233 0.0 0.0 0.0
H -2.2151 -2.3977 -2.3494 0.0 0.0 0.0
H -0.6147 -3.1479 -2.3268 0.0 0.0 0.0
H -1.6434 -3.3017 -3.7517 0.0 0.0 0.0
H -2.8684 -0.1422 -4.2988 0.0 0.0 0.0
H -2.1189 -1.0009 -5.6452 0.0 0.0 0.0
H -1.6071 0.6392 -5.2651 0.0 0.0 0.0
H 1.8205 -1.3996 -3.9707 0.0 0.0 0.0
H 1.1213 -0.5794 -5.3714 0.1 0.0 0.0
H 0.9122 -2.3216 -5.1763 0.0 0.0 0.0
C -1.9610 1.5353 4.2921 0.0 0.0 0.1
C -1.2678 2.6415 3.5164 0.0 0.0 0.0
S -1.1342 2.3829 1.7448 0.0 -0.1 -0.1
O -0.4171 1.0265 1.6341 0.0 0.1 0.1
C -2.8793 2.1349 1.2870 0.0 0.0 0.0
C -3.3198 0.6829 1.2167 0.0 0.0 0.0
H -1.8381 1.7271 5.3573 0.0 0.0 0.0
H -1.5171 0.5648 4.0748 0.0 0.0 0.0
H -3.0299 1.4956 4.0903 0.0 0.0 0.0
H -0.2281 2.7597 3.8270 0.0 0.0 0.0
H -1.7564 3.6145 3.6139 0.0 0.0 0.1
H -2.9894 2.6327 0.3241 0.0 0.0 0.0
H -3.4517 2.7047 2.0209 0.0 0.0 0.0
H -2.7173 0.1117 0.5097 0.0 0.0 0.0
H -4.3499 0.6469 0.8628 0.0 0.0 0.0
H -3.2667 0.1810 2.1794 0.0 0.0 0.0
C 1.9698 -2.7205 -0.7761 -0.1 0.1 0.1
N 3.1920 -3.4848 -0.6066 0.1 0.4 0.3
C 4.3471 -2.6456 -0.9462 0.1 -0.1 0.0
N 4.4049 -1.4458 -0.0998 -0.3 -0.3 0.1
C 3.1847 -0.6787 -0.2710 -0.2 0.0 0.1
N 1.9833 -1.4905 0.0711 0.4 -0.1 -0.2
C 2.1363 -1.9396 1.4869 -0.4 0.1 0.2
N 3.3659 -2.6997 1.5946 0.1 0.3 -1.1
C 3.3222 -3.9258 0.7864 0.1 -0.6 0.2
C 4.5434 -1.8724 1.2983 0.4 0.1 0.3
H 1.1028 -3.3173 -0.4954 0.0 0.0 0.0
H 1.8707 -2.4127 -1.8174 0.0 0.0 0.0
H 4.2642 -2.3388 -1.9891 0.0 0.0 0.0
H 5.2628 -3.2207 -0.8220 0.0 0.0 0.0
H 3.0932 -0.3582 -1.3090 0.0 0.0 0.0
H 3.2024 0.1992 0.3739 0.0 0.0 0.0
H 1.2788 -2.5587 1.7503 0.0 0.0 0.0
H 2.1759 -1.0641 2.1355 0.0 0.0 0.0
H 2.4652 -4.5310 1.0761 0.0 0.0 0.0
H 4.2395 -4.4931 0.9235 0.0 0.0 0.0
H 5.4487 -2.4608 1.4263 0.0 0.0 0.0
H 4.5667 -1.0099 1.9620 0.0 0.0 0.0
S -2.9774 -3.7764 1.1018 -0.2 -0.2 0.1
C -1.8359 -2.7543 0.7602 0.4 0.4 -0.2
N -0.9466 -1.9970 0.4948 -0.3 -0.5 0.3
```
Forces are in eV/Å.


C20H37KNO15 | ωB97M-V/def2-TZVPD

As for the net charge: +1. The calculation puts the frontier orbital gap at 0.38123 hartree. Its multiplicity is 1. The energy comes out at -2567.234290 Ha. The calculation puts the HOMO energy at -0.4576 Eh. For the lowest unoccupied orbital energy, the calculation gives -2.08 eV. Its molecular weight is 570.6 g mol⁻¹.

XYZ file:
```
74
Properties=species:S:1:pos:R:3:forces:R:3
K -0.1492 0.1262 0.3893 0.5 0.1 -0.1
C -1.8846 -1.3862 -5.9079 0.3 1.0 -0.3
C -1.7590 -0.8004 -4.4902 -2.7 -0.4 -0.6
C -2.0389 -1.8467 -3.3948 0.6 -0.7 -0.6
O -1.1162 -1.5440 -2.3778 1.2 1.2 0.6
C -0.2239 -0.6676 -2.8778 2.5 0.0 2.5
O 0.7649 -0.2613 -2.2766 -1.7 -0.8 -0.4
O -0.4752 -0.3292 -4.0955 -0.5 0.7 -2.3
H -1.2330 -2.1961 -6.1376 0.3 -1.2 0.5
H -1.5495 -0.7042 -6.6677 0.2 1.1 -0.1
H -2.9102 -1.5806 -6.2578 0.2 -0.2 0.9
H -2.5333 0.0262 -4.4348 1.1 -0.6 0.2
H -1.7400 -2.8528 -3.6955 -0.6 -0.1 -0.4
H -3.0040 -1.8274 -2.9446 -0.9 0.0 -0.1
C -3.7881 -1.2677 -0.2033 -1.5 -1.8 -0.2
O -2.7198 -0.4163 -0.4347 1.8 3.0 -1.7
C -2.8804 0.6927 -1.1972 -6.1 0.6 -3.4
O -4.1316 0.9841 -1.7962 8.3 -1.4 3.8
O -1.6796 1.3792 -1.4075 -2.3 -3.7 1.6
C -1.8195 2.5578 -2.1003 1.1 2.2 -1.7
H -3.4320 -2.1649 0.2916 0.8 0.1 0.0
H -4.2800 -1.6611 -1.1204 0.2 0.9 0.5
H -4.4786 -0.8494 0.5051 -0.6 0.6 -0.2
H -1.9681 2.4098 -3.1531 -0.6 -0.6 -0.6
H -0.8682 3.1617 -2.1567 -0.9 -0.8 1.2
H -2.6590 3.0613 -1.6965 -0.6 1.1 0.2
C 1.8239 4.1843 -1.7433 -0.9 -0.5 -2.0
O 2.0696 4.5452 -0.4054 -0.1 -0.6 1.8
C 1.6987 3.6826 0.5162 -3.9 -7.3 -0.8
O 0.9512 2.4915 0.2763 3.9 7.1 0.8
O 2.1129 3.9273 1.7241 0.7 1.1 0.1
C 1.8112 3.0200 2.8169 1.0 -0.9 0.3
H 0.8939 4.6580 -2.1252 0.5 -0.2 0.5
H 1.7363 3.0925 -1.9090 0.2 0.6 0.5
H 2.6321 4.5817 -2.3522 0.2 0.0 0.2
H 0.7386 2.9784 2.9070 -0.3 -0.3 0.1
H 2.2500 3.3564 3.8125 -0.4 0.3 -1.7
H 2.2814 2.0246 2.5850 -0.9 0.9 0.0
C 3.6908 -1.1408 -1.5321 -0.7 -1.2 -1.9
O 4.4109 -1.0627 -0.3376 0.1 1.5 4.2
C 3.8509 -0.4511 0.7443 -6.5 2.2 -0.1
O 2.5165 0.0745 0.7248 7.9 -3.3 0.3
O 4.6147 -0.4152 1.8560 0.0 -0.4 -2.9
C 4.1232 -0.1113 3.1661 -1.1 0.6 0.1
H 2.6469 -1.4508 -1.4088 0.3 0.3 0.3
H 4.1977 -1.9243 -2.1452 -0.2 0.6 0.6
H 3.7290 -0.2247 -2.1063 -0.1 0.4 0.2
H 4.0160 0.9878 3.3954 0.2 -1.1 -0.7
H 4.8479 -0.5405 3.8541 0.0 0.0 -0.1
H 3.1520 -0.6161 3.2504 0.3 0.4 0.3
C -1.8532 3.8088 1.2738 -0.7 2.7 0.7
O -1.8017 2.4253 1.2946 0.2 -3.5 -0.2
C -2.4943 1.7241 2.1846 -5.7 4.8 6.0
O -3.2931 2.4263 3.1428 4.9 -4.6 -5.6
O -2.4651 0.3978 2.0875 0.9 1.2 -0.7
C -3.1471 -0.4354 3.0853 -1.4 1.2 -1.5
H -1.5251 4.2235 2.2150 0.3 -0.1 0.5
H -2.8877 4.1807 1.2151 0.2 -0.4 -0.4
H -1.2096 4.2857 0.5095 -0.4 -1.1 0.0
H -4.2261 -0.2345 3.0513 0.2 0.0 -0.3
H -2.8360 -0.0532 4.0008 0.8 -0.1 1.9
H -2.9712 -1.4671 2.8189 0.5 0.0 0.1
C 1.8258 -5.5377 2.0876 0.2 1.8 -1.6
C 1.7779 -4.2870 2.9708 -0.2 0.3 -0.2
C 1.7367 -2.9153 2.2082 0.9 -0.9 -0.3
C 0.4418 -2.7473 1.5941 -0.1 0.3 0.2
N -0.6057 -2.5739 1.1659 -0.5 0.0 -0.3
H 1.6771 -6.4401 2.5897 -0.2 -1.3 1.2
H 2.7834 -5.6524 1.5172 -0.8 0.4 0.4
H 0.9852 -5.4487 1.3749 0.5 -0.2 0.0
H 2.5554 -4.2551 3.6995 1.1 0.0 0.2
H 0.9122 -4.2741 3.6407 -0.3 -0.2 -0.4
H 2.4962 -2.7231 1.4051 -0.4 -0.6 0.7
H 1.8850 -2.1374 2.9418 -0.2 0.3 0.1
```
Forces are in eV/Å.


> Which value of energy does entry 2 give?

-2567.234290 Ha